{
  "formula": "I2O4P",
  "method": "wB97M-V/def2-TZVPD",
  "homo_ev": -5.04,
  "total_charge": -1,
  "e_tot_ev": -33681.69995,
  "fmax_ha_per_bohr": 0.0539,
  "relative_energy_kcal_mol": 33.6,
  "symbols": ["O", "O", "O", "O", "P", "I", "I"],
  "xyz": [[-2.45546, -0.18496, -0.08711], [-0.31765, -0.77487, -1.23859], [1.79320, 1.01368, -0.49586], [-0.43340, -0.85580, 1.35115], [-1.04864, -0.54873, -0.00021], [2.27578, -0.73630, 0.21075], [0.18618, 2.08698, 0.25988]],
  "forces_ev_per_angstrom": [[-1.638, 0.582, 0.182], [1.156, -0.278, -1.367], [-0.896, 1.238, 0.358], [-0.625, 0.332, -1.299], [-0.319, -1.216, 2.473], [0.995, -0.309, 0.158], [1.326, -0.350, -0.505]]
}